Entry 1:
19
Properties=species:S:1:pos:R:3 method="wB97M-V/def2-TZVPD" homo_lumo_gap_ev="6.86 / 6.86" e_homo_ev="-6.04 / -6.04" e_lumo_ev="0.82 / 0.82" e_tot_ev=-8921.4364
C -0.609 1.815 -0.511
C 0.061 -1.939 0.338
C 0.930 0.185 -1.676
C -0.588 -0.599 0.253
C -0.013 0.513 -0.538
N -1.906 -0.492 0.605
C 0.648 0.724 0.981
C 1.457 0.867 1.897
H -2.286 -1.175 1.248
H -2.350 0.416 0.513
H -1.389 2.101 0.175
H -0.166 2.596 -1.106
H 0.237 -2.369 -0.648
H 1.040 -1.837 0.827
H -0.529 -2.640 0.931
H 1.455 1.090 -1.981
H 1.697 -0.537 -1.390
H 0.357 -0.222 -2.512
H 1.954 1.502 2.593



Entry 2:
19
Properties=species:S:1:pos:R:3 method="wB97M-V/def2-TZVPD" homo_lumo_gap_ev=9.93 e_homo_ev=-9.02 e_lumo_ev=0.92 e_tot_ev=-8920.7843
C 0.992 -2.206 0.175
C 0.158 -1.024 -0.278
C -0.086 -0.030 1.100
C -0.078 1.038 -0.170
C 0.011 2.528 0.087
C -1.380 0.369 -0.903
C -1.276 -0.973 -0.924
H 1.685 -2.789 -0.878
H 0.298 -3.094 0.651
H 1.847 -2.005 1.017
H -1.140 -0.003 1.443
H 0.786 0.059 1.848
H -0.771 2.812 0.888
H 0.896 2.796 0.701
H -0.372 3.017 -0.899
H 1.590 0.026 -0.494
H -2.401 1.023 -0.970
H -1.576 -1.857 -1.376
N 0.817 0.313 -1.018



Entry 3:
19
Properties=species:S:1:pos:R:3 method="wB97M-V/def2-TZVPD" homo_lumo_gap_ev="8.19 / 7.39" e_homo_ev="-7.77 / -7.57" e_lumo_ev="0.42 / -0.19" e_tot_ev=-8919.9753
C -1.424 1.618 0.067
C -1.745 0.300 0.214
C 0.355 -0.417 -0.318
C 0.809 0.977 -0.397
C -2.955 -0.467 -0.007
C 1.065 -1.627 0.061
C 2.111 1.403 0.262
N -0.217 2.016 -0.201
H -2.127 2.346 0.159
H 0.897 1.015 -1.495
H -3.924 0.086 0.025
H -3.031 -1.236 0.958
H -2.978 -1.197 -0.927
H 0.945 -2.327 -0.679
H 0.635 -2.039 0.899
H 2.124 -1.568 0.497
H 2.744 0.633 0.305
H 2.112 1.671 1.368
H 2.497 2.183 -0.230



Entry 4:
19
Properties=species:S:1:pos:R:3 method="wB97M-V/def2-TZVPD" homo_lumo_gap_ev=9.30 e_homo_ev=-8.92 e_lumo_ev=0.39 e_tot_ev=-8923.7872
C 0.265 -0.705 0.838
C 0.564 0.479 1.742
C 1.475 -1.173 0.053
C -0.683 0.222 -1.163
C -1.210 -0.562 -0.020
C -0.056 0.360 -2.324
N -2.292 1.777 0.194
C -1.676 0.776 -0.254
H -0.052 -1.532 1.478
H -2.170 2.617 -0.374
H -1.762 -1.491 -0.034
H -0.332 0.798 2.271
H 0.928 1.321 1.159
H 1.295 0.188 2.497
H 1.213 -1.965 -0.646
H 1.956 -0.346 -0.466
H 2.221 -1.563 0.747
H -0.231 1.225 -2.946
H 0.549 -0.427 -2.751



Entry 5:
19
Properties=species:S:1:pos:R:3 method="wB97M-V/def2-TZVPD" homo_lumo_gap_ev=8.60 e_homo_ev=-7.58 e_lumo_ev=1.02 e_tot_ev=-8917.8071
C -0.079 1.562 -0.158
C -1.411 0.663 0.036
C -1.069 -0.562 1.180
C -1.146 -0.636 -0.958
C 0.961 -0.772 -0.187
C 2.269 -0.284 0.107
C 1.027 0.684 0.485
H -0.207 2.614 0.113
H 0.153 1.596 -1.365
H -2.298 0.959 -0.035
H -2.031 -0.912 1.350
H -0.706 -0.419 2.321
H -1.938 -1.414 -1.149
H -0.448 -0.579 -1.931
H 0.907 -0.556 -1.307
H 2.882 -1.279 0.768
H 2.835 0.093 -0.928
H 0.649 0.601 1.606
N -0.349 -1.359 0.052



Entry 6:
19
Properties=species:S:1:pos:R:3 method="wB97M-V/def2-TZVPD" smiles="[H]/N=C/[C@@]1(C)C(=C)[C@H]1C" homo_lumo_gap_ev=10.21 e_homo_ev=-9.28 e_lumo_ev=0.93 e_tot_ev=-8923.6984
C 0.985 -0.024 -0.476
C 2.277 0.069 -0.674
C -0.880 1.310 0.236
C 0.184 -1.121 0.261
C -0.496 0.056 -0.450
C -0.075 -1.097 1.812
C -1.129 -0.142 -1.714
N -0.086 2.047 0.923
H 2.823 0.879 -1.150
H 2.984 -0.638 -0.238
H -1.866 1.614 -0.053
H 0.209 -2.057 -0.159
H -0.319 -0.152 2.254
H 0.864 -1.370 2.351
H -1.090 -1.637 1.876
H -2.112 -0.713 -1.532
H -0.425 -0.734 -2.347
H -1.317 0.810 -2.156
H -0.530 2.899 1.235



no.,strongest force on any atom (Eh/bohr)
1,0.04005
2,0.09719
3,0.08737
4,0.08295
5,0.22998
6,0.09974